C18H54O13PRb4 | ωB97M-V/def2-TZVPD

CARTESIAN COORDINATES (ANGSTROEM)
Rb -16.160 3.737 19.143
Rb -15.136 7.364 17.048
Rb -12.799 2.482 17.664
Rb -16.292 1.177 16.093
P -15.128 4.256 15.842
O -16.650 4.017 16.127
O -14.471 4.728 17.174
O -15.020 5.512 14.921
O -14.450 3.014 15.268
C -12.401 -1.181 14.318
C -13.540 -0.808 15.292
O -12.936 -0.745 16.552
H -11.718 -1.953 14.672
H -11.844 -0.336 13.914
H -12.848 -1.691 13.465
H -14.348 -1.539 15.279
H -13.885 0.206 15.091
H -13.546 -0.301 17.145
C -18.894 8.410 14.370
C -17.963 7.260 13.955
O -16.736 7.418 14.459
H -19.851 8.483 13.853
H -18.255 9.286 14.258
H -19.095 8.340 15.439
H -17.948 7.149 12.870
H -18.203 6.245 14.272
H -16.224 6.609 14.535
C -10.002 5.462 17.097
C -11.363 6.066 17.122
O -12.137 5.653 18.292
H -9.378 5.424 17.990
H -9.375 6.035 16.414
H -10.177 4.440 16.760
H -11.861 5.659 16.242
H -11.408 7.153 17.049
H -13.072 5.580 18.089
C -11.768 8.934 13.171
C -11.894 7.556 13.789
O -13.208 7.408 14.314
H -11.853 9.657 13.982
H -12.403 9.095 12.300
H -10.735 8.940 12.822
H -11.133 7.473 14.565
H -11.680 6.836 12.999
H -13.650 6.590 14.552
C -18.553 2.546 12.517
C -19.186 3.171 13.707
O -18.587 2.730 14.815
H -18.705 3.076 11.577
H -18.880 1.508 12.454
H -17.468 2.513 12.417
H -20.249 2.962 13.821
H -19.222 4.260 13.713
H -17.928 3.330 15.172
C -20.474 5.911 17.998
C -19.515 5.096 17.109
O -18.280 5.660 17.373
H -21.528 5.657 17.891
H -20.423 6.977 17.777
H -20.255 5.765 19.056
H -19.654 5.163 16.030
H -19.441 4.034 17.345
H -17.694 5.115 16.842
C -15.162 5.901 9.966
C -14.917 6.506 11.408
O -15.362 5.402 12.269
H -14.356 5.297 9.549
H -15.411 6.672 9.237
H -16.017 5.229 10.043
H -15.325 7.479 11.681
H -13.828 6.516 11.450
H -15.114 5.441 13.195
C -10.182 3.868 13.717
C -11.735 3.737 13.454
O -12.275 2.493 13.927
H -9.956 4.933 13.762
H -9.647 3.524 12.832
H -9.840 3.166 14.477
H -12.000 3.952 12.419
H -12.344 4.487 13.959
H -13.089 2.789 14.340
C -15.056 0.716 10.880
C -14.705 1.720 11.926
O -15.350 1.514 13.130
H -16.068 0.815 10.488
H -14.876 -0.320 11.164
H -14.309 0.837 10.096
H -14.904 2.712 11.522
H -13.648 1.773 12.186
H -14.902 1.985 13.837

The multiplicity is 2. The value obtained for the HOMO energy (spin up / spin down) is -13.94 / -13.87 eV. For the HOMO-LUMO gap (spin up / spin down), the calculation gives 7.61 / 3.72 eV. The calculation puts the total energy at -58058.1497 eV. The largest force on an atom is 4.4 eV/A. Its total charge is +2.